(1)
DFT (ωB97M-V/def2-TZVPD) results for a cluster of 23 separate species, C23H92N46O23 in total in a non-equilibrium geometry.

The geometry in ORCA input format:
```
! wB97M-V def2-TZVPD RIJCOSX def2/J DEFGRID3
* xyz 0 1
N -0.176 -3.566 4.936
H -3.581 -5.605 -7.294
C -3.604 -7.429 -1.062
H -2.952 -1.234 -2.311
N 2.900 -1.503 4.045
H -1.842 -4.651 -3.961
N -1.542 2.517 -4.806
H 0.417 2.187 4.518
C 1.665 2.807 -3.846
O -2.816 -3.770 3.220
H -2.079 4.696 -4.954
H -0.018 7.209 0.919
H -1.280 -1.944 -5.661
H 4.588 -1.295 1.299
N 4.919 2.257 -2.031
H -3.869 0.894 3.595
H -3.666 -5.519 -0.712
C -3.136 -3.459 2.135
H 7.114 0.228 0.677
H 1.073 1.630 1.011
C -1.256 4.315 -0.917
N -2.808 -7.024 -2.138
N -4.203 -2.786 -2.935
H -6.782 0.127 0.525
H 0.426 -2.254 6.831
N -1.903 -5.324 -4.712
O 5.217 0.314 2.920
O -5.403 -2.613 -1.098
N 1.230 2.478 -2.639
C -1.793 7.158 1.714
N -3.300 3.015 4.468
C 2.228 1.424 5.080
H -2.752 -3.707 0.237
N 2.140 5.027 2.632
H 7.201 1.394 2.119
H -4.460 -2.203 2.550
H 3.024 -3.062 -4.478
H -0.524 -0.056 -2.404
O -3.788 0.894 0.120
N 6.685 3.149 -1.456
H 4.749 3.770 3.442
N 3.331 -1.520 6.128
H 3.055 3.876 -4.569
H -5.916 2.818 -2.109
N 0.175 -3.203 7.070
H 2.965 3.825 -2.823
H -0.837 -6.139 -0.591
O 1.146 2.328 -4.884
H 6.209 3.358 -0.590
N -0.737 6.577 1.241
H 0.349 -2.704 4.913
N 2.599 -3.879 0.269
O -1.236 2.284 3.804
N -6.843 2.672 -2.484
H 0.837 -5.973 -1.207
H -4.713 2.232 1.758
H -6.225 1.302 2.058
N -5.904 0.296 0.055
N 1.787 -4.323 2.246
N -4.178 -6.383 -0.600
H -0.780 5.582 1.075
H 2.044 6.030 2.708
H -2.191 0.462 2.987
N 2.590 1.205 3.851
O 2.417 3.448 0.956
H 3.771 5.131 0.222
H 2.708 -4.804 -0.121
C -0.179 0.309 0.082
O -0.895 5.338 -1.519
H -0.623 2.660 -0.134
N -0.358 -1.004 -0.040
O -0.759 1.082 -0.701
N -3.576 -1.369 -1.529
H 0.784 2.018 6.195
C -2.609 -4.867 -5.709
H -2.898 -6.086 -2.502
H 3.785 6.028 1.755
N 5.696 3.443 3.575
O 2.009 -2.207 1.653
O 3.585 -3.367 4.928
H 1.299 -0.018 1.454
H 2.750 -0.519 4.216
H -3.732 4.568 -4.455
O -3.235 -3.839 -5.641
H 1.396 -4.814 -2.634
H 3.382 -0.229 -1.877
H -1.965 -4.801 1.398
N 0.536 -4.285 -2.607
H -2.464 2.779 -0.873
H -2.254 -6.605 -6.630
C 2.036 -3.396 1.410
H -2.552 8.966 1.759
N 3.638 -1.125 -2.267
H 5.996 -0.950 0.278
H -4.323 -2.501 0.768
H -1.354 1.524 -4.816
H 4.819 2.318 -1.028
C 3.276 -2.229 4.999
H 1.448 3.020 -1.815
H -7.570 3.117 -1.942
H 1.557 4.400 3.168
H -3.130 4.324 -1.404
H 6.029 2.928 4.377
O -0.821 -5.061 6.424
C -0.426 -4.689 -1.893
N -5.309 1.423 1.651
C -0.990 -1.080 -3.913
H -1.015 -1.344 -0.728
N -6.226 0.771 -3.114
C 6.468 3.647 2.602
N -2.673 -4.124 1.154
N -2.871 1.011 3.493
O 2.597 -0.687 -4.172
N 3.509 -2.742 -3.651
H -5.836 -0.191 -0.827
O -3.487 2.079 -3.954
N 2.659 3.489 -3.724
H -4.276 2.971 4.213
N 5.544 -0.992 1.180
H 0.491 -3.510 -3.252
H -4.530 -6.473 0.343
O -2.179 -1.020 -3.683
N -0.138 -5.708 -1.178
H -0.431 -4.215 4.205
H 0.857 -0.484 -3.455
C -2.659 2.867 -4.271
H 4.081 2.197 -2.591
N -2.420 3.787 -0.927
N -1.749 8.410 1.503
H -3.620 -0.792 -0.700
H -5.334 1.018 -2.709
C 3.247 -1.460 -3.459
N -4.036 -2.611 1.730
N 1.000 1.783 5.237
O 6.162 3.916 1.438
H 0.306 -1.500 -5.576
O -1.559 -4.191 -1.869
N 7.006 0.530 1.635
H -2.328 -7.754 -2.645
H -1.552 -6.268 -4.638
N -0.121 -0.518 -3.207
H 4.166 -1.816 -1.753
H 2.804 -1.919 3.129
O -4.066 -8.549 -0.805
C 2.665 4.477 1.557
H 7.972 3.233 3.800
H 3.910 -3.295 -2.907
O 2.923 1.420 6.102
N -2.838 4.125 -4.613
H 8.213 3.939 2.129
H 1.939 1.459 3.122
C 6.094 2.500 -2.385
N -2.829 -5.775 -6.641
H 0.540 3.929 -0.013
H -4.899 -3.391 -3.347
H -0.856 8.786 1.219
H 0.165 -1.577 0.606
O 6.490 2.300 -3.512
O -8.196 1.536 -3.868
N -0.579 -1.493 -5.090
N 0.763 0.671 0.947
N 3.322 5.449 1.069
O -2.709 6.612 2.238
H -2.830 3.707 5.034
H -0.797 3.155 -4.569
C -2.435 2.155 3.887
H 0.749 1.628 -2.378
N 7.720 3.419 2.840
H -6.346 -0.077 -3.649
H 2.965 -3.132 -0.303
H 3.583 1.047 3.750
C -0.342 -3.973 6.174
C -4.931 0.870 0.594
H 3.208 -0.517 6.111
H -3.501 -2.495 -3.600
H 3.485 -2.042 6.979
H 0.220 -3.482 8.040
C 5.844 -0.012 1.948
H 7.624 3.514 -1.538
C -7.187 1.612 -3.128
C -4.454 -2.317 -1.805
N -0.429 3.649 -0.078
H 2.082 -5.266 2.034
H 1.428 -4.136 3.172
*
```

Properties
ΔE to the lowest compared entry with this formula, charge and spin = 430.2 kcal/mol
HOMO = -8.69 eV
frontier orbital gap = 0.2747 Ha

---

(2)
DFT (ωB97M-V/def2-TZVPD) results for a structure of composition C21H30NO2P2Pt in a non-equilibrium geometry.

The geometry in ORCA input format:
```
! wB97M-V def2-TZVPD RIJCOSX def2/J DEFGRID3
* xyz 3 5
H 2.690 -0.277 0.696
C 3.606 -3.152 -0.883
C -0.130 -4.076 -2.767
H -2.801 0.718 1.777
H 2.421 2.334 -2.775
H -1.024 -2.783 2.055
H 1.614 0.772 -3.144
H -4.789 0.173 -2.516
H 2.986 1.925 0.643
N -1.690 0.849 -1.541
C -3.091 -1.084 -0.761
C -1.427 2.054 -2.091
H -4.378 2.347 -3.725
H 2.514 3.430 -0.174
C -2.664 -0.359 1.933
H 0.759 -5.930 -3.365
C -0.021 2.628 -1.979
C -3.631 1.924 -3.061
C -2.888 0.200 -1.567
H -4.075 -1.104 -0.264
H -2.585 -3.251 1.289
H 0.096 3.692 -1.614
C 2.367 -3.531 -1.476
Pt -0.111 -0.144 -0.539
H -2.306 4.749 1.506
C 2.590 -1.183 0.115
H -2.992 -1.965 -1.423
P -1.787 -1.130 0.546
H 4.620 -1.860 0.477
O -2.297 5.594 1.053
H 0.895 0.847 3.323
H -1.092 -4.251 -3.246
H -1.037 -3.404 0.373
H -2.090 -0.529 2.852
H -2.259 3.622 -3.228
H 4.476 -3.783 -1.121
H 3.129 0.769 -2.171
C -2.451 2.634 -2.837
C 0.926 -5.001 -2.820
H 2.984 -5.422 -2.350
C 1.405 -1.458 -0.555
H -0.673 -2.074 -2.158
C 1.240 -2.644 -1.350
C 0.076 -2.877 -2.105
C 3.685 -2.048 -0.050
C 2.163 -4.712 -2.242
C -1.589 -2.821 1.113
H 0.475 2.693 -3.011
H -3.655 -0.845 2.020
H -1.456 5.989 1.396
H -0.211 1.533 4.206
H 1.520 2.769 1.170
C 2.213 1.320 -2.406
P 1.147 1.619 -0.966
C 2.120 2.508 0.285
C -3.854 0.709 -2.428
O 0.072 1.360 3.266
*
```

Properties
ΔE to the lowest compared entry with this formula, charge and spin = 11.9 kcal/mol
HOMO (alpha / beta) = -15.67 / -17.59 eV
frontier orbital gap (alpha / beta) = 0.2279 / 0.1638 Ha

---

(3)
DFT (ωB97M-V/def2-TZVPD) results for a structure of composition C14H20BrPtS4 in a non-equilibrium geometry.

The geometry in ORCA input format:
```
! wB97M-V def2-TZVPD RIJCOSX def2/J DEFGRID3
* xyz 1 3
H 1.896 3.464 -0.560
H 2.142 0.015 0.875
H 3.318 2.073 -1.785
C -1.182 -0.004 1.373
H -2.136 -0.014 3.303
C 2.638 -1.661 -1.183
H -1.795 3.555 -0.654
C 1.506 2.449 -0.634
C -1.198 -0.007 2.764
C 2.688 1.539 -1.075
H 1.795 -3.554 -0.653
H 3.307 1.321 -0.205
H -2.142 -0.015 0.875
H -3.170 2.188 -1.975
C 1.183 0.004 1.373
H -3.307 -1.321 -0.205
H 3.170 -2.188 -1.974
H -1.128 -2.148 0.339
C 0.000 0.000 3.457
S 2.327 -0.024 -2.011
H -1.119 2.227 0.294
H 3.344 -1.539 -0.361
H -1.896 -3.464 -0.560
H 2.136 0.013 3.303
C 1.442 -2.524 -0.696
C -2.689 -1.539 -1.074
C -1.442 2.524 -0.697
C 0.000 0.000 0.628
H -3.344 1.539 -0.362
S -0.055 -2.464 -1.774
Pt 0.000 0.000 -1.495
H -3.318 -2.073 -1.785
S 0.055 2.464 -1.774
H 1.119 -2.226 0.294
C 1.198 0.006 2.764
H 1.128 2.148 0.338
C -1.506 -2.449 -0.633
C -2.638 1.661 -1.183
Br 0.000 -0.001 5.338
S -2.327 0.024 -2.012
*
```

Properties
ΔE to the lowest compared entry with this formula, charge and spin = 38.9 kcal/mol
HOMO (alpha / beta) = -10.00 / -11.36 eV
frontier orbital gap (alpha / beta) = 0.2895 / 0.2667 Ha

---

(4)
DFT (ωB97M-V/def2-TZVPD) results for the molecule C7H11B in a non-equilibrium geometry.

The geometry in ORCA input format:
```
! wB97M-V def2-TZVPD RIJCOSX def2/J DEFGRID3
* xyz 0 1
H -1.848 -2.067 -0.153
H -0.475 2.574 0.806
H -2.197 -0.628 0.730
C -0.891 1.598 0.504
H 0.773 -2.580 0.619
C 0.126 0.528 0.397
H -1.465 1.612 -0.478
H 2.074 0.789 -1.598
H -1.628 1.236 1.301
C -0.259 -0.740 0.158
C 0.864 -1.759 0.028
H 1.907 1.495 1.243
H 1.006 -2.113 -0.989
B 2.151 -0.839 0.180
C 1.538 0.675 0.661
H 3.311 0.835 -0.340
H -2.021 -0.397 -0.897
C -1.684 -1.033 -0.130
C 2.429 0.468 -0.576
*
```

Properties
ΔE to the lowest compared entry with this formula, charge and spin = 32.4 kcal/mol
HOMO = -7.65 eV
structure (SMILES) = CC1=C(C)[C@@H]2CB2C1
frontier orbital gap = 0.2701 Ha

---

Please write out number 4 again, unchanged.
DFT (ωB97M-V/def2-TZVPD) results for the molecule C7H11B in a non-equilibrium geometry.

The geometry in ORCA input format:
```
! wB97M-V def2-TZVPD RIJCOSX def2/J DEFGRID3
* xyz 0 1
H -1.848 -2.067 -0.153
H -0.475 2.574 0.806
H -2.197 -0.628 0.730
C -0.891 1.598 0.504
H 0.773 -2.580 0.619
C 0.126 0.528 0.397
H -1.465 1.612 -0.478
H 2.074 0.789 -1.598
H -1.628 1.236 1.301
C -0.259 -0.740 0.158
C 0.864 -1.759 0.028
H 1.907 1.495 1.243
H 1.006 -2.113 -0.989
B 2.151 -0.839 0.180
C 1.538 0.675 0.661
H 3.311 0.835 -0.340
H -2.021 -0.397 -0.897
C -1.684 -1.033 -0.130
C 2.429 0.468 -0.576
*
```

Properties
ΔE to the lowest compared entry with this formula, charge and spin = 32.4 kcal/mol
HOMO = -7.65 eV
structure (SMILES) = CC1=C(C)[C@@H]2CB2C1
frontier orbital gap = 0.2701 Ha

---

- Look up the ΔE to the lowest compared entry with this formula, charge and spin of the fourth one.
  32.4 kcal/mol